# C10H15N2O5PTl

A molecular structure, C10H15N2O5PTl (the ωB97M-V functional and the def2-TZVPD basis, the OMol25 dataset).

Results
HOMO level	-3.6	eV
max |F|	0.26	eV/A
orbital gap	6.15	eV

Geometry as ORCA input:
```
! wB97M-V def2-TZVPD RIJCOSX def2/J DEFGRID3
* xyz -1 1
Tl -1.08772 -1.50555 1.45060
O -0.98910 0.15345 -4.96450
C -0.31100 -0.89729 -4.46209
O 0.00063 -1.81479 -5.17142
C 0.06105 -0.79173 -3.02238
C 1.33428 -0.67158 -2.51304
N 1.23155 -0.61933 -1.16882
N -0.04692 -0.74175 -0.78846
C -0.77317 -0.83919 -1.88392
C -2.27915 -0.96282 -1.79448
O -2.89733 -0.57331 -2.80015
O -2.70489 -1.42394 -0.70741
H -1.40927 0.61198 -4.22062
H 2.29099 -0.63315 -3.00708
H 1.90161 -0.96105 -0.45800
C 1.49913 -3.89763 2.15459
C 1.25761 -2.63990 1.32176
O 2.26838 -2.15791 0.79782
H 2.48910 -4.32935 1.97312
H 0.71507 -4.63362 1.96106
H 1.41306 -3.61672 3.21010
C 1.11373 3.06235 2.43163
P 0.03436 1.67331 1.87926
C -1.45777 2.08003 2.87598
C -0.51587 2.32858 0.25702
H 0.61510 4.03032 2.33285
H 2.03133 3.07502 1.84199
H 1.39108 2.91269 3.47624
H -1.71761 3.13953 2.80266
H -1.28336 1.82624 3.92291
H -2.29717 1.47890 2.52480
H -0.90564 3.34657 0.34145
H -1.29094 1.67662 -0.14801
H 0.31887 2.31500 -0.44546
*
```

---

# C13H27N2O4PPd

A molecular structure, C13H27N2O4PPd in a non-equilibrium geometry (the ωB97M-V functional and the def2-TZVPD basis, the OMol25 dataset).

Results
HOMO level (alpha / beta)	-22.8 / -23.5	eV
max |F|	7.31	eV/A
orbital gap (alpha / beta)	9.58 / 4.76	eV

Geometry as ORCA input:
```
! wB97M-V def2-TZVPD RIJCOSX def2/J DEFGRID3
* xyz 4 5
Pd -0.46238 0.04759 -0.38372
C 0.40297 -1.66433 -0.81822
O 0.99212 -2.60470 -1.12352
C -2.41960 -0.22866 -0.66938
O -3.55699 -0.39207 -0.76063
C -0.34885 1.35828 1.06228
O -0.38006 2.19428 1.85780
C 0.53514 0.52877 -3.68123
P 0.79259 1.21015 -1.98924
H 3.00403 2.06739 -2.21346
H 1.07853 -0.42886 -3.62986
C 0.50052 3.02707 -2.18301
H 1.01529 3.25747 -3.12795
C 1.15907 1.39577 -4.78300
H 2.20296 1.66599 -4.58184
H 0.58701 2.32060 -4.94222
H 1.14317 0.82968 -5.72497
C -0.93215 0.22045 -3.98300
H -1.50759 1.12719 -4.20660
C 2.91569 1.20173 -0.23558
H -1.43550 -0.30712 -3.16359
H -0.97030 -0.42954 -4.86965
C 3.32310 -0.04396 -2.41356
H 2.40320 0.39090 0.30207
H 3.99072 1.06757 -0.06641
H 2.61285 2.15723 0.20794
C 2.62683 1.14515 -1.73764
H 4.36357 -0.07640 -2.05577
H 3.33873 0.05544 -3.50888
H 2.84954 -1.00092 -2.14668
C 1.14297 3.89005 -1.09537
H 0.78627 3.62403 -0.09321
H 0.86752 4.93649 -1.28393
H 2.23675 3.82939 -1.11394
C -0.98406 3.33523 -2.35293
H -1.57174 2.98582 -1.49575
H -1.40481 2.88528 -3.25816
H -1.11258 4.42304 -2.42816
H 4.93521 -0.63290 0.87484
H 4.45264 -0.91230 1.37441
N -2.53185 -1.61687 2.68595
C -1.17042 -1.79614 2.77719
N -0.70758 -2.33862 3.94065
O -0.36372 -1.42589 1.90986
H -3.11883 -2.16404 3.30154
H -2.87867 -1.42355 1.75753
H 0.28543 -2.50133 3.95588
H -1.30142 -2.77435 4.62823
*
```

---

# C3H10NO

2 unconnected molecules or ions with the total composition C3H10NO in a non-equilibrium geometry (the ωB97M-V functional and the def2-TZVPD basis, the OMol25 dataset).

Results
HOMO level	-16.0	eV
max |F|	3.67	eV/A
orbital gap	8.50	eV
relative energy (zero: lowest compared OMol25 entry of this formula, charge and spin)	124.7	kcal/mol

Geometry as ORCA input:
```
! wB97M-V def2-TZVPD RIJCOSX def2/J DEFGRID3
* xyz 1 1
O 2.52769 0.69548 -0.04002
C 1.46355 -0.12121 0.43018
C 0.56962 -0.12411 -0.80023
N -0.68300 0.23622 -0.66009
C -3.39071 -0.65306 0.88883
H 3.19662 0.82319 0.64942
H 1.83563 -1.13551 0.58185
H 0.89871 0.38973 1.20912
H 0.87243 -0.74897 -1.64512
H 0.42360 1.08526 -0.96606
H -1.11193 0.48989 -1.56886
H -4.07382 -1.24744 0.27590
H -3.95001 0.00007 1.54056
H -2.69902 -0.16135 0.20305
H -2.81073 -1.43915 1.38016
*
```

---

Repeat the third record exactly.
# C3H10NO

2 unconnected molecules or ions with the total composition C3H10NO in a non-equilibrium geometry (the ωB97M-V functional and the def2-TZVPD basis, the OMol25 dataset).

Results
HOMO level	-16.0	eV
max |F|	3.67	eV/A
orbital gap	8.50	eV
relative energy (zero: lowest compared OMol25 entry of this formula, charge and spin)	124.7	kcal/mol

Geometry as ORCA input:
```
! wB97M-V def2-TZVPD RIJCOSX def2/J DEFGRID3
* xyz 1 1
O 2.52769 0.69548 -0.04002
C 1.46355 -0.12121 0.43018
C 0.56962 -0.12411 -0.80023
N -0.68300 0.23622 -0.66009
C -3.39071 -0.65306 0.88883
H 3.19662 0.82319 0.64942
H 1.83563 -1.13551 0.58185
H 0.89871 0.38973 1.20912
H 0.87243 -0.74897 -1.64512
H 0.42360 1.08526 -0.96606
H -1.11193 0.48989 -1.56886
H -4.07382 -1.24744 0.27590
H -3.95001 0.00007 1.54056
H -2.69902 -0.16135 0.20305
H -2.81073 -1.43915 1.38016
*
```

---

Q: The highest max |F| belongs to which entry?
A: C13H27N2O4PPd

---

Q: Which formula does entry 2 have?
A: C13H27N2O4PPd